{
  "formula": "C32H86N6O9",
  "method": "ωB97M-V/def2-TZVPD",
  "s_squared": 0.75,
  "spin_multiplicity": 2,
  "e_tot_ev": -61932.0884,
  "max_force_ev_per_a": 3.33,
  "total_charge": 1,
  "homo_ha": [-0.3918, -0.3918],
  "elements": ["C", "O", "H", "H", "H", "H", "C", "O", "H", "H", "H", "H", "C", "O", "H", "H", "H", "H", "C", "C", "C", "O", "C", "N", "H", "H", "H", "H", "H", "H", "H", "H", "H", "H", "H", "C", "C", "C", "O", "C", "N", "H", "H", "H", "H", "H", "H", "H", "H", "H", "H", "H", "C", "C", "C", "O", "C", "N", "H", "H", "H", "H", "H", "H", "H", "H", "H", "H", "H", "C", "C", "C", "O", "C", "N", "H", "H", "H", "H", "H", "H", "H", "H", "H", "H", "H", "C", "C", "C", "O", "C", "N", "H", "H", "H", "H", "H", "H", "H", "H", "H", "H", "H", "C", "C", "C", "C", "C", "C", "N", "O", "C", "C", "C", "H", "H", "H", "H", "H", "H", "H", "H", "H", "H", "H", "H", "H", "H", "H", "H", "H", "H", "H"],
  "positions_angstrom": [[8.946490, -16.093600, -4.149770], [8.599630, -17.279210, -3.495720], [8.167550, -15.724410, -4.816890], [9.030810, -15.278880, -3.430590], [9.882390, -16.211330, -4.695970], [9.393430, -17.748530, -3.228850], [12.994820, -17.318290, -5.086290], [13.652930, -18.448170, -5.627320], [12.991520, -17.491460, -4.010140], [13.711080, -16.504880, -5.202240], [11.945390, -17.102000, -5.286340], [13.618330, -18.469250, -6.586470], [5.642130, -13.551500, -3.680810], [5.181750, -14.589740, -2.732080], [4.910280, -13.451540, -4.482370], [5.714930, -12.574080, -3.203890], [6.617340, -13.827660, -4.081830], [5.355900, -15.473570, -3.063920], [8.328820, -13.055880, -1.184950], [7.526830, -12.233180, -0.153330], [6.400070, -11.304730, -0.757260], [6.842460, -10.356500, -1.780170], [5.718140, -9.842060, -2.480810], [7.031300, -13.067170, 0.878200], [9.192920, -13.366610, -0.597680], [8.560070, -12.401970, -2.025800], [7.707420, -13.879570, -1.536360], [8.201830, -11.477030, 0.247570], [5.994480, -10.729650, 0.075130], [5.599040, -12.000610, -1.006680], [6.067180, -9.353340, -3.390440], [5.222200, -9.036540, -1.939280], [4.978460, -10.610300, -2.706200], [6.642640, -12.472290, 1.595940], [6.194810, -13.484690, 0.496020], [8.241580, -16.578510, -8.061040], [8.022740, -15.220980, -8.775250], [6.885460, -15.306110, -9.727430], [6.826030, -14.089180, -10.445760], [5.752950, -14.107680, -11.433130], [7.695710, -14.239870, -7.747230], [8.894050, -16.549140, -7.188390], [8.622440, -17.336430, -8.745590], [7.342020, -16.988460, -7.601870], [8.980010, -14.915360, -9.197540], [5.994350, -15.616620, -9.181910], [7.242590, -16.095940, -10.388290], [4.790670, -14.143800, -10.922420], [5.747780, -14.984280, -12.080920], [5.759150, -13.296320, -12.160980], [7.242270, -13.459770, -8.201040], [8.547010, -13.823830, -7.397510], [4.888030, -16.748510, -5.297800], [5.027970, -18.032380, -4.497530], [5.836970, -19.165300, -5.213100], [5.660550, -20.364300, -4.505970], [6.390930, -21.461340, -5.020530], [5.631300, -17.705220, -3.208740], [5.782910, -16.133610, -5.393720], [4.071080, -16.103590, -4.974120], [4.711100, -17.004430, -6.342450], [3.998130, -18.290140, -4.250350], [6.915630, -19.012930, -5.250080], [5.403560, -19.266780, -6.208070], [7.428000, -21.250500, -5.281570], [5.881180, -21.709630, -5.951440], [6.205540, -22.194550, -4.235590], [6.631560, -17.697620, -3.348450], [5.527380, -18.528250, -2.632620], [8.734750, -19.982230, -1.681110], [10.033920, -19.122780, -1.468670], [10.905440, -19.438900, -0.211810], [11.733920, -20.594170, -0.354690], [12.616650, -20.830250, 0.701920], [10.752710, -19.173390, -2.726220], [8.279400, -19.761150, -2.646450], [8.031230, -19.663840, -0.911830], [8.895690, -21.058420, -1.744500], [9.776310, -18.071790, -1.337690], [10.288120, -19.522580, 0.682630], [11.506600, -18.532350, -0.142020], [13.336430, -21.537740, 0.290240], [11.867580, -21.268360, 1.361510], [13.029850, -19.877700, 1.033590], [11.682100, -19.372370, -2.384540], [10.534980, -20.091250, -3.087110], [7.490540, -20.699450, 1.929150], [6.893270, -19.453180, 2.437080], [6.874060, -18.328770, 1.411610], [8.162570, -17.769050, 1.215720], [8.070130, -16.730430, 0.257650], [5.574120, -19.841930, 2.921140], [7.349760, -21.477770, 2.679140], [8.545930, -20.596800, 1.676720], [6.980910, -20.946710, 0.997890], [7.471490, -19.099270, 3.290610], [6.140110, -17.543490, 1.592560], [6.603150, -18.850470, 0.493720], [7.881630, -17.152890, -0.729320], [9.036620, -16.228840, 0.208670], [7.370280, -15.916720, 0.447850], [5.731290, -20.418500, 3.735370], [5.165280, -19.027430, 3.356500], [12.539910, -11.704640, -6.387490], [11.296870, -12.540870, -6.742580], [10.124980, -12.244970, -5.773250], [9.513660, -10.850230, -6.047970], [9.015260, -10.759340, -7.523900], [10.069510, -11.178580, -8.597360], [10.823730, -12.376230, -8.137330], [11.711330, -12.915450, -9.083110], [9.330360, -11.503050, -9.910730], [10.991180, -9.995500, -8.897560], [11.562160, -14.099340, -6.530390], [12.813880, -11.950760, -5.361590], [12.315980, -10.638240, -6.414850], [13.441920, -11.950010, -6.948080], [9.420100, -13.075610, -5.737540], [10.465110, -12.279110, -4.738250], [10.166000, -9.977070, -6.059580], [8.658760, -10.622060, -5.411420], [8.692420, -9.720200, -7.587570], [8.121130, -11.372900, -7.634270], [8.533420, -12.222930, -9.724250], [8.839990, -10.609180, -10.296260], [9.992230, -11.879410, -10.690710], [11.985620, -10.262450, -9.255230], [10.575720, -9.287660, -9.614810], [11.160770, -9.426560, -7.983420], [10.741090, -14.701140, -6.919970], [11.765690, -14.300940, -5.478710], [12.495990, -14.351790, -7.032730], [11.150630, -13.598610, -9.457960]],
  "forces_ev_per_angstrom": [[0.15, 0.65, 0.34], [-0.79, -0.04, -0.29], [-0.22, -0.58, -0.30], [0.43, 0.19, 0.25], [0.08, 0.14, -0.17], [0.57, -0.33, -0.14], [1.40, -0.08, 1.33], [-0.72, -0.59, -0.20], [-0.03, -0.13, 0.10], [-0.62, 0.78, -0.29], [0.07, -0.18, -0.91], [-0.10, 0.19, -0.02], [-0.69, -1.61, 0.70], [0.46, 2.24, -0.39], [0.07, -0.08, -0.22], [0.04, -0.35, 0.39], [0.07, 0.09, -0.13], [0.16, -0.48, -0.21], [-0.98, 0.86, 0.79], [0.68, 2.39, -2.03], [0.84, -0.23, 0.54], [-0.85, -1.71, 0.53], [0.26, 0.55, 0.02], [-0.84, -0.15, 0.54], [0.19, -0.40, -0.63], [0.36, -0.12, -0.02], [0.18, -0.26, 0.01], [0.43, -0.27, 0.39], [0.01, 0.23, 0.21], [-0.31, 0.19, -1.08], [0.15, -0.32, -0.17], [-0.13, -0.06, 0.45], [0.03, -0.06, -0.12], [0.15, 0.09, 0.55], [-0.25, -0.78, -0.07], [-0.12, -0.26, -0.16], [0.43, -0.58, 2.57], [1.54, -0.39, -0.99], [-1.27, 0.18, -1.05], [-0.18, -0.51, 0.33], [-0.09, 0.74, 0.30], [0.45, 0.47, -0.22], [0.09, 0.00, -0.07], [-0.46, 0.24, -0.34], [0.02, -0.22, -0.98], [-0.34, 0.30, -0.17], [-0.75, -0.36, -0.51], [-0.06, 0.29, 0.11], [0.55, -0.47, 0.25], [0.50, 0.48, 0.69], [-0.44, 0.19, -0.10], [0.18, -0.13, 0.39], [0.33, -0.08, -1.37], [0.74, 0.45, 0.41], [-1.46, 0.21, 0.26], [0.11, 0.53, 0.75], [-1.52, 0.43, -0.06], [0.12, -0.17, 0.22], [0.36, -0.02, 0.53], [0.05, -0.18, 0.23], [-0.44, -0.06, -0.21], [0.05, -0.87, -0.40], [0.15, 0.83, -0.23], [0.22, -0.11, -0.52], [0.27, 0.08, 0.51], [0.15, -0.69, -0.21], [0.67, -0.47, -0.49], [0.47, 0.44, 0.01], [-0.31, -0.09, 0.48], [0.45, 1.19, 0.47], [-1.54, -1.13, 0.56], [-0.08, -0.34, -0.76], [-1.13, 1.39, -2.81], [-1.44, -0.12, -0.29], [1.06, -0.64, 0.19], [0.01, 0.46, -0.08], [-0.18, -0.62, 0.04], [0.28, -0.03, 0.67], [-0.48, -0.11, 0.45], [-0.19, 0.12, 0.06], [0.54, 0.04, 0.47], [0.18, 0.08, 0.61], [1.21, -0.31, 1.49], [0.38, -0.24, 0.40], [1.00, 0.42, -0.62], [-0.13, -0.15, -0.65], [0.85, -0.63, -0.90], [0.37, 1.04, 1.33], [-0.08, -0.96, -0.53], [-0.52, 0.46, 0.40], [0.98, 0.10, -0.44], [-0.67, 0.82, 0.09], [0.18, -0.21, -0.25], [0.10, -0.04, 0.19], [-0.14, -0.45, 0.07], [0.44, 0.24, 0.10], [-0.11, 0.02, 0.33], [-0.47, 0.28, -0.53], [-0.30, 0.03, -0.21], [0.20, -0.16, 0.09], [-0.45, -0.31, 0.46], [0.00, -0.56, -0.04], [-0.47, 0.38, -0.15], [0.10, 0.01, -0.07], [-0.80, -2.44, 1.36], [0.19, 1.66, 0.24], [-0.60, -0.54, -1.70], [-0.11, -0.88, 1.08], [-1.71, 0.50, -0.64], [1.89, 1.43, -0.03], [-1.33, 0.81, 1.61], [-0.23, -0.57, 0.15], [1.44, 0.57, 0.76], [1.10, 1.27, -0.70], [-0.34, -0.07, 0.11], [0.18, -0.09, -0.14], [-0.29, 0.10, -0.47], [-0.46, 0.25, -0.65], [0.66, 0.13, -0.08], [0.69, -0.42, 1.11], [0.17, -0.10, 0.15], [0.18, -0.03, -0.92], [-0.01, -0.10, -0.17], [0.05, -0.22, -0.13], [0.17, 0.07, 0.19], [0.04, 0.07, 0.03], [-0.11, -0.28, -0.16], [-0.35, -0.41, -0.01], [0.04, 0.03, 0.07], [-0.01, -0.03, 0.18], [-0.45, 0.14, 0.04], [-0.13, -0.24, -0.22], [-0.06, -0.67, -0.89]]
}